No. 1
Density functional theory data (ωB97M-V with the def2-TZVPD basis set) for a structure of composition C6H4Cl2N2O3Pr2 at a distorted geometry.

Each line ends with the Löwdin charge.
Atoms and positions in Å:
Pr  -2.91  -0.04  -2.90  1.395
Pr  1.08  -0.79  0.19  1.175
Cl  -3.63  2.06  -1.70  0.298
Cl  1.61  -2.17  -1.86  0.228
C  2.23  -0.25  2.62  0.047
C  -3.86  -1.25  -0.97  -0.053
C  -1.99  -1.00  -0.85  -0.050
O  2.78  0.07  3.58  0.216
O  -4.40  -1.57  0.04  0.348
O  -1.37  -1.34  0.16  0.052
N  -0.22  2.26  -0.96  0.037
C  0.28  2.99  -1.98  0.034
C  1.32  2.27  -2.57  0.060
C  1.46  1.11  -1.78  -0.114
N  0.48  1.12  -0.78  -0.235
H  -1.01  2.45  -0.36  0.169
H  -0.22  3.91  -2.28  0.171
H  1.95  2.56  -3.41  0.153
H  2.17  0.28  -1.89  0.070

Properties
total energy	-68543.536	eV
relative energy (zero: lowest compared OMol25 entry of this formula, charge and spin)	0.000	eV
spin multiplicity	5
<S²>	6.007
net charge	+4
LUMO level (spin up / spin down)	-18.199 / -18.208	eV
F_max	0.217	Eh/bohr
frontier orbital gap (spin up / spin down)	5.701 / 5.691	eV

***

No. 2
Density functional theory data (ωB97M-V with the def2-TZVPD basis set) for a cluster of 12 separate species, C17H58N14O17 in total at a distorted geometry.

Each line ends with the Löwdin charge.
Atoms and positions in Å:
C  -0.67  -1.73  4.61  -0.247
C  0.62  -2.32  5.26  -0.215
O  1.50  -2.69  4.21  -0.087
O  -1.38  -2.59  3.78  -0.084
H  -0.37  -0.87  3.96  0.112
H  -1.35  -1.32  5.37  0.124
H  0.38  -3.20  5.86  0.119
H  1.10  -1.55  5.87  0.117
H  1.93  -3.54  4.40  0.098
H  -1.99  -3.11  4.33  0.118
C  3.08  1.81  2.32  -0.212
C  2.54  1.14  3.61  -0.233
O  2.90  1.86  4.80  -0.061
O  4.49  1.77  2.55  -0.078
H  2.78  2.82  2.14  0.098
H  2.85  1.12  1.49  0.086
H  2.98  0.15  3.58  0.095
H  1.44  1.01  3.61  0.107
H  3.82  2.07  4.61  0.067
H  4.97  2.20  1.85  0.082
C  4.85  -0.55  0.20  -0.239
C  4.63  -1.61  1.23  -0.184
O  4.27  -2.91  0.63  -0.070
O  3.59  -0.21  -0.35  -0.133
H  5.50  -0.96  -0.56  0.122
H  5.31  0.37  0.55  0.110
H  3.86  -1.25  1.94  0.099
H  5.54  -1.80  1.81  0.126
H  3.36  -2.97  0.36  0.008
H  3.75  0.32  -1.15  0.019
C  -2.05  -0.93  -2.41  -0.256
C  -0.74  -0.97  -3.08  -0.209
O  -0.63  0.14  -4.05  -0.121
O  -3.09  -1.18  -3.36  -0.069
H  -2.17  0.10  -2.00  0.114
H  -2.17  -1.60  -1.54  0.111
H  -0.57  -1.84  -3.74  0.132
H  0.08  -0.87  -2.34  0.087
H  -1.19  0.89  -3.77  0.032
H  -2.86  -0.72  -4.18  0.087
C  -2.87  2.84  0.06  -0.247
C  -4.26  2.47  -0.52  -0.218
O  -5.14  1.98  0.50  -0.114
O  -2.89  3.02  1.46  -0.111
H  -2.43  3.75  -0.39  0.096
H  -2.13  2.05  -0.13  0.085
H  -4.05  1.75  -1.32  0.101
H  -4.81  3.33  -0.89  0.121
H  -4.83  1.09  0.77  0.043
H  -3.83  3.01  1.75  0.107
C  -0.06  -0.48  0.69  -0.566
O  0.12  0.29  -0.25  -0.020
N  -1.39  -0.77  1.12  0.190
N  1.08  -0.94  1.35  0.200
H  -2.20  -0.43  0.58  0.081
H  -1.50  -1.67  1.54  0.033
H  1.12  -1.72  2.00  0.080
H  1.94  -0.71  0.88  0.046
C  2.85  1.67  -2.98  -0.591
O  3.89  1.55  -2.32  0.014
N  1.82  0.83  -2.75  0.185
N  2.74  2.67  -3.99  0.149
H  1.90  0.26  -1.94  0.058
H  1.04  0.60  -3.37  0.067
H  1.89  3.19  -4.03  0.068
H  3.58  3.25  -3.93  0.099
C  2.25  -3.36  -2.05  -0.537
O  1.89  -3.57  -0.87  -0.022
N  3.12  -2.33  -2.47  0.189
N  1.84  -4.27  -3.07  0.135
H  3.46  -2.28  -3.39  0.086
H  3.52  -1.70  -1.77  0.072
H  2.50  -4.30  -3.81  0.070
H  1.47  -5.14  -2.72  0.093
C  -1.21  3.45  -2.92  -0.595
O  -1.87  2.51  -3.32  0.018
N  -1.46  4.81  -3.21  0.132
N  -0.19  3.28  -1.94  0.165
H  -2.36  4.94  -3.71  0.116
H  -1.32  5.38  -2.37  0.097
H  0.20  2.35  -1.74  0.080
H  0.50  4.01  -1.84  0.091
C  0.41  4.36  1.14  -0.618
O  1.52  4.84  0.84  -0.015
N  0.04  3.02  1.25  0.181
N  -0.67  5.19  1.42  0.142
H  -0.73  2.71  1.80  0.083
H  0.70  2.41  0.86  0.053
H  -1.51  4.86  1.88  0.077
H  -0.46  6.14  1.66  0.088
C  -5.25  -1.00  -0.55  -0.609
O  -4.63  -0.57  0.45  -0.013
N  -6.17  -0.21  -1.29  0.167
N  -5.08  -2.25  -0.92  0.193
H  -6.21  -0.46  -2.26  0.086
H  -6.23  0.77  -1.03  0.078
H  -4.33  -2.70  -0.42  0.075
H  -5.78  -2.71  -1.47  0.114
C  -1.85  -4.38  0.34  -0.627
O  -2.91  -3.84  0.52  0.038
N  -1.57  -5.26  -0.70  0.169
N  -0.74  -4.06  1.15  0.159
H  -2.07  -5.07  -1.50  0.062
H  -0.57  -5.39  -0.87  0.086
H  -0.83  -3.41  1.93  0.048
H  0.14  -4.14  0.63  0.066

Properties
total energy	-74244.892	eV
relative energy (zero: lowest compared OMol25 entry of this formula, charge and spin)	0.300	eV
spin multiplicity	1
LUMO level	0.427	eV
F_max	0.062	Eh/bohr
SMILES	NC(N)=O.NC(N)=O.NC(N)=O.NC(N)=O.NC(N)=O.NC(N)=O.NC(N)=O.OCCO.OCCO.OCCO.OCCO.OCCO
frontier orbital gap	9.910	eV

***

No. 3
Density functional theory data (ωB97M-V with the def2-TZVPD basis set) for an isolated molecule of C4H7ClOS at a distorted geometry.

Each line ends with the Löwdin charge.
Atoms and positions in Å:
C  -0.48  -1.29  -1.27  -0.103
C  -0.46  -0.45  -0.01  -0.815
C  -0.39  -1.17  1.30  -0.130
C  0.60  0.65  -0.07  -0.774
H  -1.36  -1.91  -1.34  0.080
H  -0.52  -0.65  -2.22  0.123
H  0.40  -1.85  -1.29  0.041
H  -1.28  -1.70  1.57  0.074
H  0.49  -1.82  1.30  0.073
H  -0.28  -0.47  2.16  0.105
H  2.23  -1.32  -0.14  -0.127
O  0.38  1.82  -0.09  0.024
S  2.33  0.03  0.02  0.818
Cl  -2.09  0.49  0.03  0.611

Properties
total energy	-29666.501	eV
relative energy (zero: lowest compared OMol25 entry of this formula, charge and spin)	0.058	eV
spin multiplicity	1
LUMO level	0.380	eV
F_max	0.050	Eh/bohr
SMILES	CC(C)(Cl)C(=O)S
frontier orbital gap	10.688	eV

***

No. 4
Density functional theory data (ωB97M-V with the def2-TZVPD basis set) for an isolated molecule of C5H6O2 at a distorted geometry.

Each line ends with the Löwdin charge.
Atoms and positions in Å:
C  1.06  0.88  0.86  -0.215
O  0.49  1.46  -0.32  -0.030
C  -0.04  0.43  -1.07  -0.240
C  0.41  -0.84  -0.49  -0.171
O  1.05  -0.52  0.73  -0.075
C  -1.32  -0.30  1.00  0.223
C  -1.10  -0.48  -0.43  -0.225
H  0.47  1.25  1.71  0.118
H  2.11  1.17  0.94  0.131
H  -0.11  0.62  -2.14  0.160
H  0.85  -1.68  -1.06  0.166
H  -1.93  -1.16  1.35  0.028
H  -1.84  -0.95  -1.09  0.131

Properties
total energy	-9371.016	eV
relative energy (zero: lowest compared OMol25 entry of this formula, charge and spin)	6.079	eV
spin multiplicity	1
LUMO level (spin up / spin down)	-0.148 / -0.148	eV
F_max	0.020	Eh/bohr
frontier orbital gap (spin up / spin down)	8.173 / 8.172	eV

***

No. 5
Density functional theory data (ωB97M-V with the def2-TZVPD basis set) for a cluster of 2 separate species, C3H4FNO2 in total at a distorted geometry.

Each line ends with the Löwdin charge.
Atoms and positions in Å:
C  -0.66  0.49  0.60  -0.151
C  -0.86  -0.84  0.03  -0.191
C  0.32  -0.66  -1.00  -0.257
H  2.61  1.07  -0.22  0.309
H  -0.85  0.56  1.75  0.159
H  -1.41  1.34  0.21  0.152
H  -1.90  -1.27  -0.10  0.171
N  0.55  0.60  -0.21  -0.136
O  1.45  1.73  -0.34  -0.096
O  0.96  -1.38  -1.76  0.093
F  -0.21  -1.63  1.05  -0.054

Properties
total energy	-11472.755	eV
relative energy (zero: lowest compared OMol25 entry of this formula, charge and spin)	5.637	eV
spin multiplicity	1
LUMO level	-0.182	eV
F_max	0.125	Eh/bohr
frontier orbital gap	9.306	eV

***

No. 6
Density functional theory data (ωB97M-V with the def2-TZVPD basis set) for a cluster of 2 separate species, C18H28F4N2O7S4 in total at a distorted geometry.

Each line ends with the Löwdin charge.
Atoms and positions in Å:
C  0.26  -1.24  1.46  -0.097
N  0.48  -0.26  0.39  -0.077
C  0.23  1.12  0.82  -0.201
C  -1.08  1.63  0.18  -0.466
O  -2.04  0.81  0.80  -0.074
C  -3.14  0.36  0.03  -0.144
C  -2.89  -1.03  -0.55  -0.162
N  -2.95  -1.01  -2.02  -0.059
C  -2.24  -2.14  -2.64  -0.167
C  -0.74  -2.12  -2.37  -0.409
C  0.10  -1.72  -3.60  -0.035
O  -0.38  -3.44  -1.94  -0.040
C  -1.01  1.47  -1.35  -0.499
S  0.68  1.67  -2.11  0.830
C  -1.98  2.38  -2.17  -0.221
S  -3.01  3.57  -1.30  0.621
O  -4.36  3.11  -1.42  -0.259
O  -2.80  4.88  -1.81  -0.255
O  -2.68  3.45  0.28  -0.224
C  -1.34  3.09  0.64  -0.685
S  -0.17  4.36  0.04  0.916
S  -1.38  3.34  2.47  0.754
O  -1.82  4.69  2.64  -0.258
O  -2.19  2.40  3.16  -0.220
C  0.33  3.28  3.27  -0.636
F  0.41  2.15  3.99  0.136
F  0.35  4.32  4.13  0.147
F  1.36  3.40  2.43  0.114
H  0.25  -2.22  1.01  0.062
H  -0.74  -1.08  1.87  0.084
H  1.01  -1.21  2.24  0.078
H  1.46  -0.33  0.15  0.102
H  1.06  1.80  0.71  0.091
H  0.01  1.08  1.89  0.106
H  -3.99  0.29  0.70  0.138
H  -3.46  1.01  -0.78  0.089
H  -3.66  -1.72  -0.18  0.123
H  -1.94  -1.41  -0.19  0.101
H  -3.91  -1.07  -2.32  0.118
H  -2.38  -2.03  -3.72  0.111
H  -2.68  -3.11  -2.39  0.122
H  -0.50  -1.42  -1.57  0.088
H  0.91  -1.07  -3.27  0.041
H  0.55  -2.62  -4.00  0.081
H  -0.48  -1.20  -4.35  0.074
H  0.33  -3.36  -1.30  0.068
H  -1.25  0.46  -1.64  0.056
H  1.32  2.50  -1.29  -0.149
H  -1.44  2.94  -2.91  0.076
H  -2.68  1.75  -2.70  0.102
H  -0.14  4.15  -1.29  -0.110
F  2.35  -3.13  0.52  0.038
C  3.53  -3.01  1.18  -0.284
C  4.69  -2.90  0.44  -0.017
C  5.89  -2.77  1.12  -0.080
C  5.92  -2.76  2.51  -0.092
C  4.74  -2.88  3.22  -0.078
C  3.53  -3.00  2.56  -0.022
H  4.65  -2.92  -0.64  0.119
H  6.81  -2.68  0.56  0.106
H  6.86  -2.66  3.03  0.103
H  4.76  -2.88  4.30  0.107
H  2.59  -3.09  3.10  0.115

Properties
total energy	-90639.471	eV
spin multiplicity	1
LUMO level	0.087	eV
F_max	0.057	Eh/bohr
SMILES	CNC[C@]1(OCCNC[C@H](C)O)[C@H](S)CS(=O)(=O)O[C@@]1(S)S(=O)(=O)C(F)(F)F.Fc1ccccc1
frontier orbital gap	9.490	eV